(1)
14
Properties=species:S:1:pos:R:3:forces:R:3 method="wB97M-V/def2-TZVPD" de_lowest_kj_mol=151.9 multiplicity=5 gap_ha="0.2147 / 0.2143" fmax_ev_per_a=7.35 total_energy_ha=-1092.3298 lumo_ha="-0.059 / -0.061"
Nd 3.274779 1.491084 0.556260 -4.4 -0.4 -0.5
O 0.880646 2.005179 0.121039 2.1 0.8 0.3
O -0.785573 0.808767 1.127709 0.0 0.2 0.3
O 1.119021 -0.222432 0.340414 1.5 0.4 0.3
O -0.494090 0.634989 -1.075343 0.1 0.1 -0.3
O 3.678959 -2.065273 -0.424325 -2.5 6.7 -0.6
C 0.251120 0.835704 0.134432 0.5 -0.9 0.1
C -1.543325 -0.261266 -0.796023 0.0 -0.1 0.0
C 3.343124 -0.916401 -0.514535 2.4 -6.9 0.5
C -1.734003 -0.154157 0.734779 0.0 -0.1 0.1
H -1.545096 -1.119375 1.231614 0.0 0.2 -0.1
H -2.433887 0.052590 -1.356692 0.2 -0.1 0.1
H -2.735435 0.198262 1.015528 0.2 0.0 0.0
H -1.276234 -1.287666 -1.094861 -0.1 0.2 0.1

---

(2)
80
Properties=species:S:1:pos:R:3:forces:R:3 method="wB97M-V/def2-TZVPD" gap_ha=0.2308 fmax_ev_per_a=0.81 total_energy_ha=-2423.5211 lumo_ha=-0.136 charge=+1
Y 2.574102 0.124051 2.156585 -0.3 -0.1 -0.7
Cl -6.680720 -4.798382 -1.306952 0.0 0.0 0.0
O 5.849300 2.955368 2.324764 -0.1 0.1 0.0
O 1.785862 -1.372456 6.168712 0.0 0.0 0.0
O -2.031850 1.767445 -4.425211 0.1 0.0 0.0
N 3.988673 0.860269 0.184381 -0.1 0.0 0.3
N 2.717345 -0.298941 4.323857 0.1 0.0 0.0
N 1.069734 0.141078 0.113234 0.2 0.1 0.0
N 4.268815 1.336497 2.880464 0.0 0.0 0.1
N 0.239479 0.562207 -1.855089 0.0 0.1 0.2
N 0.502690 -1.066989 2.889124 0.1 0.0 0.1
N 0.450004 -0.765316 -1.834660 0.0 -0.2 -0.1
C -4.056549 -2.008500 -3.708512 0.0 0.0 0.0
C 4.621842 1.183188 4.256918 0.1 -0.1 0.2
C 5.264955 0.644353 6.914087 0.0 0.0 0.0
C -2.820193 1.280669 -2.158434 0.0 0.0 0.0
C 1.798800 -1.040067 4.998204 0.0 0.0 0.1
C 0.605018 -1.474840 4.164696 0.0 0.0 0.1
C 4.166753 0.025935 6.334856 0.0 0.0 -0.1
C -1.504780 -2.588942 4.080995 0.0 0.0 0.0
C -4.259366 1.416227 -2.677350 0.0 0.0 0.0
C -1.912242 -0.585077 -3.782199 0.0 0.1 0.0
C 0.940185 -0.986802 -0.644740 0.0 0.0 0.0
C -3.507004 -3.064843 -2.984222 0.0 0.0 0.0
C 3.830558 0.282309 5.007522 0.1 0.2 0.1
C -0.361931 1.226575 -3.005406 0.0 0.0 -0.2
C -2.428730 2.652156 -1.593935 -0.1 0.0 0.0
C 6.038930 1.519279 6.179288 0.0 0.0 0.0
C 5.297974 2.795320 -0.336224 0.0 -0.1 0.0
C 4.991501 2.136757 2.053480 0.1 0.0 0.0
C -2.845975 0.242711 -1.029494 0.0 0.0 0.0
C 5.162775 2.545520 -1.687313 0.0 0.0 0.0
C 5.722419 1.789241 4.856777 -0.1 0.0 0.0
C -4.304800 -3.924057 -2.248226 0.0 0.0 0.0
C 3.881159 0.616593 -1.130782 0.0 0.0 -0.1
C 4.716512 1.917946 0.570169 0.0 0.1 0.1
C -0.369902 -2.241265 4.787092 0.0 0.0 0.0
C 0.622693 1.093659 -0.698349 0.0 0.0 0.0
C -5.677911 -3.733297 -2.237021 0.0 0.0 0.0
C -1.845061 0.886348 -3.319684 0.0 -0.1 0.0
C -1.637431 -2.141016 2.774263 0.0 0.0 0.0
C -6.254090 -2.710386 -2.968859 0.0 0.0 0.0
C -0.619280 -1.389876 2.224542 -0.1 0.0 0.0
C 4.458166 1.418349 -2.093339 0.0 0.0 0.0
C -3.175927 -1.079678 -4.515724 0.0 0.0 0.0
C -5.439005 -1.861592 -3.703415 0.0 0.0 0.0
H 0.230274 0.956329 -3.878278 0.0 0.0 0.0
H -1.516194 2.622322 -0.996997 0.0 0.0 0.0
H -2.800383 1.486232 -4.930700 0.0 0.0 0.0
H 5.607975 3.207730 -2.417264 0.0 0.0 0.0
H -3.218155 3.014098 -0.934908 0.0 0.0 0.0
H -0.207119 -2.528057 5.815571 0.0 0.0 0.0
H 3.574178 -0.657885 6.912664 0.0 0.0 0.0
H -1.727395 -1.221656 -2.921001 0.0 0.0 0.0
H 0.573587 2.147731 -0.482691 0.0 0.0 0.0
H -4.895666 1.756538 -1.859362 0.0 0.0 0.0
H -2.300469 3.381721 -2.393336 0.0 0.0 0.0
H 1.199891 -1.978559 -0.308632 0.0 0.0 0.0
H -2.279896 -3.185307 4.542483 0.0 0.0 0.0
H -3.476122 0.615662 -0.220446 0.0 0.0 0.0
H -7.326570 -2.578648 -2.961914 0.0 0.0 0.0
H -3.270450 -0.703332 -1.367673 0.0 0.0 0.0
H -1.056940 -0.733519 -4.442268 0.0 0.0 0.0
H -2.437172 -3.236029 -3.003360 0.0 0.0 0.0
H -2.856820 -1.611080 -5.415032 0.0 0.0 0.0
H 3.317382 -0.261161 -1.419740 0.0 0.0 0.0
H -4.338433 2.158096 -3.471895 0.0 0.0 0.0
H -0.711720 -1.017430 1.216970 0.0 0.0 0.0
H -4.665862 0.468467 -3.018106 0.0 0.0 0.0
H -3.790257 -0.252593 -4.879208 0.0 0.0 0.0
H 6.326283 2.475870 4.293994 0.0 0.0 0.0
H 5.505569 0.430574 7.946554 0.0 0.0 0.0
H 6.899175 2.000713 6.623746 0.0 0.0 0.0
H -2.515503 -2.363776 2.185004 0.0 0.0 0.0
H -0.262120 2.298104 -2.846593 0.0 0.0 0.0
H 5.860498 3.631068 0.053400 0.0 0.0 0.0
H -3.872353 -4.743814 -1.692158 0.0 0.0 0.0
H 4.355392 1.163701 -3.138297 0.0 0.0 0.0
H -5.897884 -1.068177 -4.282429 0.0 0.0 0.0
H -1.860218 0.038339 -0.606967 0.0 0.0 0.0